# C9H14O

A cluster of 2 separate species, C9H14O in total in a non-equilibrium geometry (the ωB97M-V functional and the def2-TZVPD basis, the Open Molecules 2025 dataset).

Calculated values
- Frontier orbital gap: 0.3627 Ha
- F_max: 5.92 eV/A
- ΔE to the lowest compared entry with this formula, charge and spin: 221.5 kJ/mol

Structure (ORCA input):
```
! RIJCOSX wB97M-V def2-TZVPD def2/J DEFGRID3
* xyz 0 1
C -2.67 0.50 2.26
C 0.63 0.02 0.50
C 1.38 1.11 0.80
C -0.64 -0.12 1.07
C -1.14 0.71 1.94
C 0.94 1.98 1.86
C -0.27 1.76 2.48
H 0.87 -0.86 -0.15
H 2.35 1.33 0.22
H -1.21 -1.12 0.69
H 1.40 2.83 2.24
H -2.91 0.66 3.37
H -2.86 -0.49 2.16
H -0.81 2.27 3.27
H -3.18 1.14 1.61
C 0.87 -1.67 -2.59
C 1.13 -2.49 -3.81
O -0.01 -0.56 -2.69
H 0.62 -2.23 -1.61
H 1.73 -1.13 -2.29
H 1.95 -3.18 -3.68
H -0.95 -0.71 -2.54
H 1.47 -1.79 -4.63
H 0.18 -3.06 -4.05
*
```